## one
Formula: C3H10O2
Source: the OMol25 dataset
Level of theory: ωB97M-V/def2-TZVPD

```
15
Properties=species:S:1:pos:R:3
C 1.2883 -1.6675 0.0184
O 1.3116 -1.6226 1.5195
H 0.1471 -1.8499 -0.2044
H 1.9505 -2.5732 -0.1980
H 1.8629 -0.7744 -0.4022
H 0.3597 -1.9622 1.6594
C -0.8746 0.6353 -0.6839
O 0.2892 0.9237 0.0678
C -1.9537 1.8157 -0.8041
H -1.4260 -0.3032 -0.4113
H -0.4334 0.4002 -1.6473
H 0.7019 1.8502 -0.0600
H -2.1547 2.3159 0.1870
H -2.8678 1.4008 -1.1702
H -1.7064 2.3862 -1.6334
```

highest occupied orbital energy = -9.71 eV
SMILES string = CCO.CO

=====

## two
Formula: C3H10O2
Source: the OMol25 dataset
Level of theory: ωB97M-V/def2-TZVPD

```
15
Properties=species:S:1:pos:R:3
C 0.8725 -1.6654 0.6827
C -0.4062 -1.8573 -0.0730
C -1.5740 -2.0576 0.5092
H 1.4442 -0.8347 0.2741
H 0.6170 -1.3690 1.7025
H 1.4607 -2.5805 0.7452
H -0.3648 -1.9153 -1.1596
H -2.5238 -2.1711 0.0049
H -1.6257 -1.9437 1.5856
H -0.3508 3.2468 1.2941
H -1.2563 2.2594 1.9999
O -0.3252 2.5215 1.9282
H 0.8225 2.1867 -3.1660
H 1.9399 3.2058 -3.4912
O 1.2701 2.9743 -2.8366
```

highest occupied orbital energy = -9.65 eV
SMILES string = C=CC.O.O

=====

## three
Formula: C3H10O2
Source: the OMol25 dataset
Level of theory: ωB97M-V/def2-TZVPD

```
15
Properties=species:S:1:pos:R:3
C -0.9940 0.4776 -0.1256
O -0.7624 -0.2400 1.0826
C -0.4684 -0.3058 -1.3664
C 0.4171 0.5652 -2.2791
H -2.0302 0.6930 -0.3493
H -0.4241 1.3983 -0.0192
H -1.5591 -0.4664 1.5541
H 0.2183 -1.0646 -0.9491
H -1.2970 -0.7394 -1.9142
H 0.4525 1.6304 -2.0148
H 1.4447 0.1960 -2.2198
H 0.1224 0.5084 -3.3247
H 2.3379 -1.0162 4.1952
H 1.1288 -0.3816 3.7161
O 1.4134 -1.2550 4.0143
```

highest occupied orbital energy = -10.24 eV
SMILES string = CCCO.O

=====

Which structure is most stable? three, by 0.187 eV over the runner-up.

=====

## one
Formula: C5H11NO2
Source: the OMol25 dataset
Level of theory: ωB97M-V/def2-TZVPD

```
19
Properties=species:S:1:pos:R:3
O -0.8818 1.0646 1.3827
C -1.5424 0.2111 0.4992
C -0.7330 -0.4039 -0.5902
C 0.4646 0.4206 -1.0178
C 1.4956 -0.5653 -1.4773
C 2.0993 -1.3838 -0.5726
N -1.9987 0.1609 -0.9947
H -2.3393 -0.3167 1.0480
H -0.6694 -1.5211 -0.6659
H 0.1083 1.0973 -1.8155
H 0.8207 1.0148 -0.1808
H 1.7068 -0.7203 -2.5149
H 1.9099 -1.1853 0.4895
H 2.7382 -2.1824 -0.9240
H -3.1808 2.6150 0.2021
H -2.7537 2.7628 -0.4494
H 0.0098 0.6244 1.6886
H 1.5742 -0.0028 2.8246
O 1.3019 -0.1877 1.8940
```

2S+1 = 2
highest occupied orbital energy (spin up / spin down) = -13.84 / -13.77 eV
charge = +1

=====

## two
Formula: C5H11NO2
Source: the OMol25 dataset
Level of theory: ωB97M-V/def2-TZVPD

```
19
Properties=species:S:1:pos:R:3
C 0.3495 -0.1806 0.7683
C 0.8846 -0.8938 -0.4610
C 2.1176 -0.2144 -1.0785
O 3.3020 -0.2936 -0.3234
C -0.4605 1.1195 0.3979
N -1.8800 1.1629 0.2009
C -2.7462 -0.0693 0.4043
O 0.0594 2.1615 0.4124
H 1.0367 0.1146 1.5823
H -0.2867 -0.9282 1.3965
H 0.1301 -1.2377 -1.1110
H 1.2020 -1.9656 -0.2347
H 1.8485 0.8420 -1.2013
H 2.3303 -0.6415 -2.0670
H 3.2867 0.2368 0.5388
H -2.2152 1.9814 -0.3530
H -2.2715 -0.7918 -0.1759
H -2.9513 -0.4409 1.4529
H -3.7360 0.0385 -0.1487
```

2S+1 = 2
highest occupied orbital energy (spin up / spin down) = -13.67 / -13.66 eV
charge = +1

=====

Which structure is most stable? two, by 7.001 eV over the runner-up.

=====

## one
Formula: C5H11NO2
Source: the OMol25 dataset
Level of theory: ωB97M-V/def2-TZVPD

```
19
Properties=species:S:1:pos:R:3
O -3.5614 0.3404 -0.3571
C -2.3871 0.4506 -0.6646
N -1.5346 0.7913 0.3491
C -0.1054 0.6231 0.3354
C 0.2856 -0.7853 -0.2049
C 1.5302 -0.6627 -1.0837
O 2.2256 -1.8780 -1.1777
C 0.4088 0.8417 1.7728
H -2.0561 0.2550 -1.6861
H -1.9398 1.0975 1.2365
H 0.3535 1.4166 -0.2536
H -0.5225 -1.2364 -0.7873
H 0.4845 -1.4459 0.6358
H 1.2453 -0.2344 -2.0522
H 2.2590 0.0363 -0.6774
H 1.8942 -2.4145 -1.8767
H 0.1151 0.0124 2.3909
H -0.1409 1.6779 2.1798
H 1.4459 1.1142 1.9211
```

2S+1 = 2
highest occupied orbital energy (spin up / spin down) = -14.58 / -14.44 eV
charge = +1

=====

## two
Formula: C5H11NO2
Source: the OMol25 dataset
Level of theory: ωB97M-V/def2-TZVPD

```
19
Properties=species:S:1:pos:R:3
O 2.5741 -1.3904 -1.2867
C 1.4730 -1.2722 -0.8393
O 0.7467 -2.2841 -0.3757
C 0.8120 0.0903 -0.5492
C 0.1120 0.2088 0.8102
C -1.2264 0.9533 0.7622
C -2.4987 0.2176 0.3363
N 1.9152 1.0327 -0.7161
H 1.2632 -3.1114 -0.4683
H 0.0427 0.3211 -1.2933
H -0.0560 -0.7617 1.2658
H 0.7654 0.7578 1.5016
H -1.3626 1.1880 1.8314
H -1.1503 1.9049 0.2365
H -3.1671 -0.3592 0.9539
H -2.1430 -0.5019 -0.4389
H -3.0664 0.8847 -0.3067
H 2.4993 0.9637 -1.5611
H 2.4669 1.1580 0.1374
```

2S+1 = 2
highest occupied orbital energy (spin up / spin down) = -15.02 / -15.01 eV
charge = +1

=====

## three
Formula: C5H11NO2
Source: the OMol25 dataset
Level of theory: ωB97M-V/def2-TZVPD

```
19
Properties=species:S:1:pos:R:3
C 0.8205 1.6795 1.1830
C 0.5848 0.4576 0.3057
C 0.0778 0.8149 -1.1532
C -0.1464 -0.3478 -2.0928
N -0.4096 -0.3143 0.9621
C -0.5133 -1.7007 0.8856
O -1.4251 -2.1507 1.7250
O 0.1235 -2.3494 0.0995
H 1.1227 1.3499 2.1743
H -0.0512 2.3295 1.3558
H 1.5756 2.3396 0.7984
H 1.4721 -0.1720 0.2430
H 0.8068 1.5334 -1.5290
H -0.8703 1.3203 -0.9851
H -0.3814 0.0510 -3.0870
H -1.0057 -0.9354 -1.8158
H 0.7199 -0.9739 -2.2442
H -1.1449 0.1943 1.4535
H -1.3557 -3.1257 1.7211
```

2S+1 = 2
highest occupied orbital energy (spin up / spin down) = -15.93 / -16.40 eV
charge = +1

=====

Which structure is most stable? three, by 0.990 eV over the runner-up.

=====

## one
Formula: C5H14NS
Source: the OMol25 dataset
Level of theory: ωB97M-V/def2-TZVPD

```
21
Properties=species:S:1:pos:R:3
C -0.2923 2.3075 -1.8133
C -0.8335 0.9543 -1.3560
C -1.1331 0.9258 0.1596
S -2.0270 -0.5253 0.8089
H -0.0105 2.2554 -2.9298
H 0.6904 2.6098 -1.3219
H -0.9906 3.0529 -1.5718
H -1.7575 0.6848 -1.9098
H -0.0487 0.1687 -1.5311
H -1.7918 1.7320 0.4498
H -0.1864 0.9694 0.7899
H -1.3462 -0.5295 1.9546
C 1.6784 -1.3690 1.8287
C 0.1983 -2.1393 0.0257
N 1.2227 -1.4244 0.4123
H 1.1462 -0.5207 2.2650
H 2.7602 -1.2714 1.8114
H 1.4145 -2.2732 2.3567
H -0.1303 -2.9656 0.7107
H -0.1847 -1.9623 -0.9930
H 1.6218 -0.6799 -0.1465
```

highest occupied orbital energy = -13.28 eV
charge = +1

=====

## two
Formula: C5H14NS
Source: the OMol25 dataset
Level of theory: ωB97M-V/def2-TZVPD

```
21
Properties=species:S:1:pos:R:3
C 1.6468 1.2391 1.5884
C 0.3309 1.0273 0.9602
C -0.0046 -0.4002 0.4131
C 0.3634 -0.5762 -1.0855
S -0.7620 -0.3500 -2.5085
C -1.1672 -2.0569 -2.9612
N -0.8300 1.3923 1.9153
H 1.8547 0.7547 2.5432
H 1.7553 2.3322 1.7492
H 2.5248 1.0018 0.9683
H 0.1957 1.7154 0.1153
H 0.5425 -1.0902 1.0557
H -1.0561 -0.6579 0.5500
H 1.2344 0.0338 -1.2968
H 0.5364 -1.6566 -1.1791
H -2.2039 -2.0708 -3.3373
H -1.0488 -2.7262 -2.1068
H -0.5785 -2.3979 -3.8068
H -1.5113 0.6381 1.9740
H -0.5551 1.6010 2.8797
H -1.2672 2.2472 1.5696
```

highest occupied orbital energy = -11.70 eV
SMILES string = CSCC[C@H](C)[NH3+]
charge = +1

=====

Which structure is most stable? two, by 0.657 eV over the runner-up.